# 1
17
Properties=species:S:1:pos:R:3 method="wB97M-V/def2-TZVPD" e_lumo_ev=0.43 homo_energy_ev=-8.04 largest_force_ev_per_a=2.43 relative_energy_kcal_mol=106.0 homo_lumo_gap_ev=8.46
P -1.22 -1.16 -0.20
N -3.24 0.38 0.02
N -3.03 1.46 0.30
C -3.00 -0.83 -0.23
C 1.42 1.35 -0.74
C 1.86 -0.69 0.67
C 0.94 0.51 0.46
C -0.50 0.22 0.27
H 2.89 -0.36 0.78
H -3.76 -1.55 -0.49
H 1.00 1.15 1.35
H -1.32 -2.54 -0.50
H 1.40 0.76 -1.65
H 2.43 1.70 -0.57
H 1.78 -1.37 -0.17
H 0.77 2.21 -0.88
H 1.57 -1.23 1.57

---

# 2
20
Properties=species:S:1:pos:R:3 method="wB97M-V/def2-TZVPD" e_lumo_ev=0.70 homo_energy_ev=-9.36 largest_force_ev_per_a=2.72 relative_energy_kcal_mol=65.9 homo_lumo_gap_ev=10.06
O -3.31 3.67 -2.23
N 0.14 -1.41 2.20
C 1.43 0.73 -0.95
C 1.13 -1.79 2.88
C 0.11 -1.65 0.69
C -0.62 -0.80 -0.40
C 0.02 0.61 -0.35
H -0.37 -2.63 0.46
H 1.15 -1.56 0.42
H -0.62 1.46 -0.71
H 2.09 -2.16 2.50
H -1.67 -0.73 -0.19
H 1.70 1.77 -0.77
H 2.19 0.12 -0.38
H -0.34 -1.43 -1.39
H -2.42 3.51 -2.51
H 1.08 -1.85 3.98
H -3.60 2.80 -1.93
H 0.29 0.67 0.77
H 1.62 0.69 -2.09

---

# 3
15
Properties=species:S:1:pos:R:3 method="wB97M-V/def2-TZVPD" e_lumo_ev=0.69 homo_energy_ev=-8.93 largest_force_ev_per_a=3.60 relative_energy_kcal_mol=45.3 homo_lumo_gap_ev=9.62
S 0.99 -0.51 -0.54
O 1.90 -0.02 -1.52
O 0.69 -1.91 -0.62
N -0.89 0.83 -2.07
N -0.59 0.41 -0.72
N -1.61 0.11 0.08
C -1.48 -0.56 1.16
C 1.49 0.15 1.15
H -2.27 -0.69 1.85
H -0.52 -0.87 1.53
H -0.67 1.79 -2.21
H 2.44 0.70 0.98
H -1.79 0.43 -2.31
H 0.76 0.89 1.60
H 1.55 -0.74 1.63

---

# 4
9
Properties=species:S:1:pos:R:3 method="wB97M-V/def2-TZVPD" e_lumo_ev=-6.03 homo_energy_ev=-17.61 largest_force_ev_per_a=3.71 total_charge=+1 relative_energy_kcal_mol=169.0 homo_lumo_gap_ev=11.58
F 1.06 0.80 0.25
F 1.10 -1.30 -0.16
F -2.23 0.44 1.51
F 1.57 -0.59 1.79
O -0.64 0.31 -1.69
N -1.73 0.55 0.36
N 1.85 -0.29 0.52
C -1.07 0.22 -0.55
H 0.07 -0.15 -2.03